1.
{
  "formula": "C34H34As2N3O15Zr",
  "method": "the ωB97M-V functional and the def2-TZVPD basis",
  "e_tot_ev": -193947.569,
  "charge": 1,
  "largest_force_ev_per_a": 0.90,
  "gap_ev": 7.22,
  "symbols": ["Zr", "O", "C", "N", "C", "O", "C", "C", "C", "C", "C", "N", "C", "C", "C", "C", "C", "N", "H", "H", "H", "H", "H", "H", "H", "H", "O", "C", "O", "C", "C", "C", "C", "C", "O", "C", "C", "O", "O", "H", "H", "H", "H", "H", "H", "H", "H", "C", "O", "C", "O", "C", "C", "As", "C", "C", "C", "As", "C", "C", "O", "O", "C", "C", "O", "O", "C", "C", "O", "O", "C", "H", "H", "H", "H", "H", "H", "H", "H", "H", "H", "H", "H", "H", "H", "H", "H", "H", "H"],
  "coordinates": [[-1.609864, -1.019109, -0.807047], [0.321086, -4.070923, -2.515718], [-0.605843, -3.295475, -2.555594], [-1.744522, -3.365533, -1.802437], [-2.005062, -3.563557, -0.542623], [-1.441961, -2.817955, 0.359610], [-3.126078, -4.446590, -0.117273], [-3.283943, -4.745526, 1.229498], [-4.335399, -5.576576, 1.589985], [-5.176576, -6.046006, 0.597688], [-4.927992, -5.680947, -0.722580], [-3.916317, -4.905421, -1.083998], [-0.642813, -2.143756, -3.529288], [-0.043194, -2.206962, -4.766478], [-0.121619, -1.089039, -5.586838], [-0.770438, 0.047681, -5.130847], [-1.307079, 0.048684, -3.856094], [-1.244443, -1.033902, -3.072797], [-2.596468, -4.345327, 1.961669], [-4.491438, -5.850609, 2.624735], [-6.012733, -6.690073, 0.831840], [-5.569916, -6.032504, -1.521360], [0.458466, -3.116204, -5.064597], [0.323790, -1.103456, -6.572424], [-0.846774, 0.934869, -5.742070], [-1.788335, 0.922899, -3.435651], [-5.777492, -0.774858, -1.141686], [-4.714339, -0.623717, -0.624921], [-3.556263, -1.062122, -1.151029], [-4.502070, 0.031283, 0.733784], [-3.694707, -0.911631, 1.646626], [-3.831170, -0.507488, 3.105280], [-3.015838, 0.807541, 3.143283], [-2.491623, 0.905960, 1.716509], [-2.313280, -0.501693, 1.345531], [-3.581896, 1.310036, 0.722980], [-2.954288, 1.613923, -0.636002], [-3.446191, 2.345548, -1.444934], [-1.770345, 1.000941, -0.830819], [-5.480880, 0.253339, 1.151038], [-3.802503, -1.971387, 1.432560], [-3.394981, -1.263972, 3.754502], [-4.875240, -0.377198, 3.382894], [-2.188765, 0.740835, 3.847625], [-3.617437, 1.677572, 3.402363], [-1.540113, 1.418206, 1.601999], [-4.143132, 2.191416, 1.025908], [3.765617, 4.985230, -0.672042], [3.449378, 4.416615, -1.951224], [3.348205, 3.095367, -2.113597], [3.366094, 2.597225, -3.206610], [3.111611, 2.213654, -0.903940], [4.104801, 1.685128, -0.189178], [4.074196, 0.325330, 1.291696], [4.927809, 1.375677, 2.704956], [2.200230, 0.908047, 1.471251], [1.334034, 0.478671, 0.521729], [1.155179, 1.780215, -0.981715], [0.445543, 3.471661, -0.307935], [1.352128, -0.906469, 0.018011], [0.592233, -1.249807, -0.922383], [2.082825, -1.782526, 0.627573], [2.018298, -3.161107, 0.156521], [1.906252, 2.190366, 2.196973], [2.623376, 3.153287, 2.246300], [0.733399, 2.072574, 2.833910], [0.337952, 3.166381, 3.689209], [5.509638, 2.053146, -0.553729], [5.825910, 2.984906, -1.244518], [6.385176, 1.275285, 0.095687], [7.774554, 1.569502, -0.148499], [4.845457, 4.998162, -0.546659], [3.303184, 4.435372, 0.146887], [3.381204, 6.000879, -0.697016], [5.956717, 1.030117, 2.773423], [4.424022, 1.156650, 3.646453], [4.895999, 2.443279, 2.513843], [0.789598, 3.770583, 0.675527], [-0.639331, 3.409799, -0.348670], [0.770252, 4.218458, -1.034321], [2.769778, -3.682715, 0.736868], [2.234626, -3.198345, -0.906950], [1.023550, -3.553921, 0.346316], [-0.507929, 3.669311, 3.223810], [1.159439, 3.863553, 3.822265], [0.040263, 2.733352, 4.639867], [8.333337, 0.833832, 0.419563], [8.004887, 2.577686, 0.188632], [7.988529, 1.484372, -1.211084]],
  "forces_ev_per_angstrom": [[-0.40, -0.51, -0.56], [0.02, -0.02, 0.00], [-0.06, -0.10, -0.04], [0.20, 0.57, 0.06], [-0.07, -0.19, 0.03], [-0.17, 0.00, 0.04], [0.10, -0.05, 0.03], [-0.06, 0.01, 0.00], [0.00, 0.00, -0.01], [0.00, 0.00, 0.03], [0.01, 0.00, -0.03], [0.01, -0.04, 0.01], [0.10, -0.04, 0.03], [-0.06, 0.03, -0.03], [0.01, -0.01, 0.01], [-0.01, 0.00, 0.01], [0.00, 0.01, -0.02], [0.10, 0.09, 0.02], [0.01, 0.00, 0.00], [0.00, 0.00, 0.00], [0.00, 0.00, 0.00], [0.00, 0.00, 0.00], [0.00, 0.00, -0.01], [0.00, 0.00, 0.00], [0.00, 0.00, 0.00], [0.00, 0.00, 0.00], [0.00, 0.02, 0.01], [0.05, 0.07, 0.00], [0.02, -0.11, 0.25], [-0.01, 0.04, -0.01], [0.03, -0.02, 0.00], [-0.02, 0.01, -0.01], [0.00, 0.00, 0.00], [0.05, 0.00, 0.00], [0.07, 0.03, 0.02], [-0.02, 0.03, -0.01], [0.14, 0.07, 0.02], [-0.03, 0.01, 0.01], [0.10, -0.11, -0.08], [0.00, 0.00, 0.00], [0.00, 0.00, 0.00], [0.00, -0.01, -0.01], [0.00, 0.00, 0.01], [0.00, 0.00, 0.00], [0.00, 0.00, 0.00], [-0.01, 0.00, 0.00], [0.00, -0.01, 0.01], [-0.08, 0.05, 0.00], [-0.26, -0.11, -0.02], [0.90, 0.01, -0.04], [-0.36, 0.08, 0.11], [-0.33, 0.07, -0.07], [0.03, -0.12, -0.19], [0.02, 0.05, -0.01], [0.01, -0.01, 0.03], [0.02, 0.02, 0.05], [0.10, 0.00, -0.08], [-0.01, -0.11, 0.09], [0.01, -0.04, -0.01], [0.15, 0.06, -0.13], [-0.22, 0.31, 0.34], [-0.07, -0.07, 0.00], [-0.01, 0.01, 0.02], [-0.02, -0.01, -0.03], [-0.03, 0.01, -0.04], [-0.01, 0.00, 0.04], [0.00, -0.01, -0.04], [0.04, 0.48, 0.56], [0.07, -0.29, -0.19], [0.04, -0.15, -0.21], [-0.02, -0.01, -0.01], [-0.04, 0.01, -0.01], [-0.01, 0.00, 0.01], [-0.01, -0.01, 0.00], [-0.01, 0.00, 0.00], [-0.01, 0.01, 0.01], [0.00, -0.02, 0.00], [0.02, 0.00, 0.04], [-0.02, -0.01, 0.02], [-0.01, 0.01, 0.00], [0.00, -0.01, 0.00], [0.00, 0.00, 0.00], [0.01, -0.01, 0.00], [0.01, 0.02, 0.00], [0.00, 0.00, 0.01], [-0.01, -0.01, 0.00], [0.00, 0.00, 0.00], [-0.01, 0.00, 0.00], [0.01, 0.00, 0.00]],
  "mulliken_charge": [0.639, -0.631, 0.322, -0.140, 1.394, -0.584, 0.323, -0.375, -0.585, -0.430, -0.326, -0.454, 0.621, -0.829, -0.344, -0.969, -0.331, 0.340, 0.532, 0.452, 0.413, 0.447, 0.548, 0.466, 0.471, 0.569, -0.606, -0.103, -0.664, 0.404, 0.060, -0.988, -0.700, 0.548, -0.413, 0.071, -0.301, -0.591, 0.586, 0.584, 0.158, 0.378, 0.356, 0.243, 0.440, -0.209, 0.610, -0.424, -0.345, -0.256, -0.570, -0.387, 1.591, 0.543, -1.179, -0.096, 0.832, -0.035, -1.090, -0.202, -0.575, -0.258, -0.581, 0.226, -0.553, -0.226, -0.900, 0.248, -0.597, -0.374, -0.783, 0.240, 0.165, 0.324, 0.388, 0.425, 0.284, 0.176, 0.247, 0.637, 0.333, 0.354, 0.076, 0.259, 0.461, 0.303, 0.249, 0.336, 0.333]
}



2.
{
  "formula": "C34H34BBaN14O2S",
  "method": "the ωB97M-V functional and the def2-TZVPD basis",
  "e_tot_ev": -72974.107,
  "multiplicity": 2,
  "largest_force_ev_per_a": 3.06,
  "gap_ev": [6.50, 3.74],
  "symbols": ["Ba", "C", "C", "N", "N", "C", "B", "N", "C", "C", "C", "N", "N", "C", "C", "C", "N", "N", "C", "C", "C", "N", "H", "H", "H", "H", "H", "H", "H", "H", "H", "H", "H", "H", "O", "N", "C", "C", "C", "C", "C", "S", "H", "H", "H", "H", "C", "N", "C", "C", "C", "C", "C", "N", "C", "C", "C", "C", "C", "C", "H", "H", "H", "H", "H", "H", "H", "H", "H", "H", "H", "C", "N", "C", "C", "C", "N", "C", "O", "N", "H", "H", "H", "H", "H", "H", "H"],
  "coordinates": [[-0.877449, -0.142749, 0.713903], [-0.744149, 2.018751, -3.847697], [-1.386049, 1.037751, -3.089397], [-1.480449, 1.415551, -1.827397], [-0.920449, 2.625051, -1.741897], [-0.460349, 3.016351, -2.940497], [-0.997249, 3.401351, -0.428797], [-2.288149, 2.984451, 0.268003], [-3.512049, 3.485651, 0.043203], [-4.399849, 2.826551, 0.863703], [-3.610249, 1.901551, 1.545603], [-2.343649, 2.002751, 1.171603], [0.202851, 3.073951, 0.474503], [0.671151, 3.853351, 1.457703], [1.762751, 3.227751, 2.023803], [1.877651, 2.038351, 1.310403], [0.926951, 1.956851, 0.386603], [-0.993749, 4.912051, -0.655697], [-1.613649, 5.855751, 0.089603], [-1.225249, 7.091251, -0.373897], [-0.335249, 6.796851, -1.415297], [-0.201649, 5.494551, -1.562997], [-0.519349, 2.003951, -4.894897], [-1.783749, 0.093751, -3.411597], [0.004551, 3.975151, -3.052797], [-3.671649, 4.266751, -0.674697], [-5.453949, 2.996651, 0.954103], [-3.900049, 1.165851, 2.268703], [0.220851, 4.798151, 1.688603], [2.377751, 3.588651, 2.823703], [2.608151, 1.258651, 1.408703], [-2.273249, 5.594751, 0.893803], [-1.539149, 8.055351, -0.024397], [0.201451, 7.466751, -2.060097], [-2.489249, -0.997549, 2.088103], [-2.732149, -2.234749, 2.297703], [-2.157049, -2.866449, 3.330703], [-2.342349, -4.208449, 3.565403], [-3.163449, -4.938049, 2.707603], [-3.790349, -4.276949, 1.677503], [-3.579149, -2.910849, 1.468803], [-4.352749, -2.052249, 0.226303], [-1.536749, -2.237549, 3.951903], [-1.855949, -4.681249, 4.404203], [-3.307649, -5.998049, 2.847603], [-4.462049, -4.786149, 1.004503], [2.059151, -3.369149, 0.254103], [1.511451, -2.352949, 1.091103], [1.840351, -2.314549, 2.323403], [1.390951, -1.299949, 3.206703], [1.796851, -1.097049, 4.551803], [1.135451, 0.028351, 4.987303], [0.343651, 0.458451, 3.896403], [0.494051, -0.329649, 2.839503], [3.086851, -2.828349, -0.715097], [3.600951, -3.650549, -1.710797], [4.590851, -3.192149, -2.561197], [5.093551, -1.908449, -2.420997], [4.577551, -1.080849, -1.439997], [3.576251, -1.535949, -0.598797], [1.239251, -3.806749, -0.325597], [2.533651, -4.180749, 0.840703], [2.518351, -3.073049, 2.752203], [2.492051, -1.700149, 5.104503], [1.195951, 0.502351, 5.949503], [-0.311049, 1.313851, 3.850703], [3.249351, -4.668449, -1.807797], [4.990551, -3.846349, -3.323697], [5.890351, -1.568249, -3.067997], [4.956751, -0.074949, -1.325097], [3.172951, -0.893249, 0.165303], [-1.173649, -3.760149, -2.687197], [-0.324449, -2.597249, -2.583897], [0.479951, -2.191849, -3.584497], [1.255251, -1.088649, -3.469597], [1.175651, -0.369049, -2.239097], [0.386851, -0.791149, -1.267297], [-0.379449, -1.868249, -1.388497], [-1.137049, -2.245149, -0.505497], [1.882351, 0.731051, -2.006997], [-1.010949, -4.247349, -3.645897], [-2.219049, -3.461449, -2.586097], [-0.946149, -4.449449, -1.871397], [0.465551, -2.788549, -4.485397], [1.885251, -0.753249, -4.273597], [2.422351, 1.164651, -2.732397], [1.657051, 1.234551, -1.143397]],
  "forces_ev_per_angstrom": [[1.02, 2.47, 0.40], [0.11, 0.08, -0.04], [0.02, 0.27, -0.02], [-0.56, -0.71, 0.39], [0.19, 0.34, -0.33], [0.12, -0.03, -0.55], [0.29, -0.15, -0.04], [-0.34, 0.59, -0.04], [-0.36, -0.05, 0.05], [-0.11, 0.13, -0.17], [-0.01, 0.06, -0.10], [-0.14, 0.43, 0.62], [-0.15, 0.45, 0.15], [0.36, 0.01, 0.29], [-0.10, 0.19, 0.02], [0.01, 0.22, -0.02], [0.64, -0.31, -0.35], [-0.49, 0.31, 0.25], [-0.04, 0.30, 0.05], [-0.06, -0.07, 0.10], [-0.12, -0.06, 0.14], [0.54, -0.09, -0.44], [0.02, 0.04, -0.21], [-0.09, -0.23, 0.01], [0.06, 0.04, -0.05], [-0.02, 0.11, -0.10], [-0.17, 0.00, -0.01], [-0.02, -0.18, 0.17], [-0.08, 0.17, 0.00], [0.08, 0.01, 0.14], [0.06, -0.24, 0.09], [-0.11, -0.05, 0.11], [-0.05, 0.10, 0.09], [0.10, 0.11, -0.09], [-1.99, -1.24, 1.97], [0.01, 0.28, 0.25], [0.66, -0.15, 0.94], [-0.17, 0.13, -0.33], [-0.15, -0.04, -0.15], [0.18, -0.42, 0.30], [-0.91, 0.11, -1.16], [0.06, -0.21, 0.05], [0.13, 0.12, -0.07], [0.10, 0.10, 0.04], [-0.05, -0.06, 0.05], [0.01, 0.02, -0.07], [0.10, -0.22, 0.07], [-0.43, 0.33, -0.01], [0.22, -0.25, -0.14], [0.06, 0.27, 1.15], [0.03, -0.56, -0.87], [-0.68, 0.74, -0.15], [0.25, 0.04, 0.83], [0.69, -0.51, 0.40], [0.06, 0.00, 0.05], [0.07, 0.03, -0.07], [0.04, -0.16, -0.07], [0.06, 0.08, -0.09], [0.08, 0.04, -0.08], [0.08, -0.15, 0.09], [0.02, -0.21, -0.02], [-0.12, 0.07, -0.14], [-0.04, 0.08, -0.05], [0.18, -0.16, 0.10], [0.03, 0.06, 0.17], [-0.12, 0.17, 0.04], [-0.12, -0.12, 0.00], [0.02, -0.05, -0.05], [0.01, 0.06, -0.04], [0.03, 0.07, 0.02], [-0.08, 0.09, 0.14], [-0.28, -0.27, 0.17], [-0.12, 0.09, 0.33], [0.51, 0.46, -0.26], [-0.12, -0.14, -0.02], [0.29, 0.02, -0.45], [1.11, -0.42, -1.18], [0.92, -0.55, -1.82], [-1.13, -1.64, 0.10], [-0.18, -0.18, -0.07], [0.01, 0.03, 0.02], [0.05, -0.09, -0.06], [-0.04, -0.01, -0.12], [0.00, -0.06, -0.01], [0.09, -0.03, -0.12], [-0.02, -0.03, -0.05], [-0.03, 0.18, -0.09]],
  "lowdin_spin": [0.011, 0.000, 0.000, 0.000, 0.000, 0.000, 0.000, 0.000, 0.000, 0.000, 0.001, 0.000, 0.000, 0.000, 0.000, 0.000, 0.001, 0.000, 0.000, 0.000, 0.000, 0.000, 0.000, 0.000, 0.000, 0.000, 0.000, 0.001, 0.000, 0.000, 0.000, 0.000, 0.000, 0.000, 0.143, 0.084, -0.041, 0.091, -0.034, 0.072, 0.036, 0.614, -0.002, 0.006, -0.004, 0.002, 0.000, 0.000, 0.000, 0.000, 0.000, 0.000, 0.000, 0.000, 0.000, 0.000, 0.000, 0.000, 0.000, 0.000, 0.000, 0.000, 0.000, 0.000, 0.000, 0.000, 0.000, 0.000, 0.000, 0.000, 0.000, 0.000, 0.001, 0.000, 0.001, 0.000, 0.001, 0.001, 0.013, 0.000, 0.000, 0.001, 0.000, 0.000, 0.000, 0.000, 0.000]
}



- Number 1 is which compound?
  C34H34As2N3O15Zr